i | DFT (ωB97M-V/def2-TZVPD) results for a single C5H6O2 molecule.

Geometry as ORCA input:
```
! wB97M-V def2-TZVPD RIJCOSX def2/J DEFGRID3
* xyz 0 1
O 2.172 0.474 -1.389
C 2.074 0.101 -0.031
C 0.732 -0.287 0.411
C -0.336 -0.593 0.886
C -1.797 -0.615 0.840
C -1.812 0.178 -0.480
O -1.950 1.373 -0.540
H 1.798 1.358 -1.497
H 2.418 0.900 0.638
H 2.726 -0.763 0.097
H -2.286 -0.053 1.640
H -2.206 -1.631 0.779
H -1.532 -0.441 -1.355
*
```

Values from the calculation:
frontier orbital gap	10.28	eV
E_LUMO	0.598	eV
SMILES string	O=CCC#CCO

ii | DFT (ωB97M-V/def2-TZVPD) results for a single C5H6O2 molecule.

Geometry as ORCA input:
```
! wB97M-V def2-TZVPD RIJCOSX def2/J DEFGRID3
* xyz 0 1
C -1.628 -0.307 -0.339
C -0.511 0.121 0.616
O 0.302 -1.047 0.785
C 1.469 -0.896 0.100
O 2.196 -1.816 -0.155
C 1.595 0.547 -0.241
C 0.453 1.151 0.073
H -1.892 -1.336 -0.079
H -2.524 0.313 -0.272
H -1.263 -0.309 -1.372
H -0.912 0.414 1.593
H 2.495 0.958 -0.680
H 0.220 2.206 -0.030
*
```

Values from the calculation:
frontier orbital gap	11.01	eV
E_LUMO	0.594	eV
SMILES string	C[C@@H]1C=CC(=O)O1

iii | DFT (ωB97M-V/def2-TZVPD) results for a single C5H6O2 molecule.

Geometry as ORCA input:
```
! wB97M-V def2-TZVPD RIJCOSX def2/J DEFGRID3
* xyz 0 1
C -1.635 -0.648 0.081
C -0.292 0.662 0.101
C 1.113 1.104 -0.247
C 1.858 0.060 0.014
C -0.173 -0.750 -0.376
H -2.541 -1.044 -0.380
H -1.643 -0.905 1.201
H -0.247 0.662 1.198
H 1.356 2.157 0.038
H 2.858 -0.269 0.024
H -0.300 -0.599 -1.397
O -1.586 0.715 -0.233
O 1.233 -1.145 -0.026
*
```

Values from the calculation:
frontier orbital gap	10.03	eV
E_LUMO	1.008	eV

iv | DFT (ωB97M-V/def2-TZVPD) results for a single C5H6O2 molecule.

Geometry as ORCA input:
```
! wB97M-V def2-TZVPD RIJCOSX def2/J DEFGRID3
* xyz 0 1
O 1.221 2.236 0.241
C 0.767 1.128 0.110
C 1.489 -0.185 -0.140
O 0.756 -0.755 -1.191
C -0.636 -0.544 -0.747
C -1.086 -0.573 0.669
C -0.691 0.760 0.076
H 1.277 -0.782 0.758
H 2.566 -0.155 -0.272
H -1.238 -0.941 -1.560
H -0.880 -1.084 1.621
H -2.131 -0.675 0.356
H -1.413 1.572 0.079
*
```

Values from the calculation:
frontier orbital gap	10.23	eV
E_LUMO	0.904	eV
SMILES string	O=C1CO[C@H]2C[C@@H]12

Tell me which of them is the least stable. Sure, it is iii.

i | DFT (ωB97M-V/def2-TZVPD) results for a 2-piece molecular cluster, C11H15N overall.

Geometry as ORCA input:
```
! wB97M-V def2-TZVPD RIJCOSX def2/J DEFGRID3
* xyz 0 1
C -4.599 -0.904 1.627
C -3.216 -1.592 1.546
H -4.969 -0.392 0.767
H -5.204 -1.800 1.910
H -4.668 -0.249 2.596
H -3.153 -2.442 2.136
H -2.325 -1.048 2.006
H -3.001 -1.937 0.472
C 0.673 -1.252 -2.541
C 2.635 0.940 -0.291
C 1.493 0.087 -0.477
C 1.574 -0.348 -1.875
C 2.724 0.149 -2.426
C 1.758 2.178 1.444
C 2.830 1.914 0.673
C 0.540 1.512 1.228
C 0.423 0.371 0.404
N 3.397 0.886 -1.469
H 1.749 3.080 2.104
H 3.757 2.353 0.782
H -0.443 1.901 1.615
H -0.531 -0.087 0.443
H 4.298 1.230 -1.434
H 2.948 0.217 -3.397
H 1.110 -1.481 -3.543
H -0.416 -1.018 -2.313
H 0.617 -2.269 -1.986
*
```

Values from the calculation:
frontier orbital gap	8.63	eV
E_LUMO	0.948	eV
SMILES string	Cc1c[nH]c2ccccc12.CC

ii | DFT (ωB97M-V/def2-TZVPD) results for a 2-piece molecular cluster, C11H15N overall.

Geometry as ORCA input:
```
! wB97M-V def2-TZVPD RIJCOSX def2/J DEFGRID3
* xyz 0 1
C 2.937 -1.755 0.178
C -0.126 -0.086 -1.070
C 0.524 -1.240 -0.659
C 1.803 -0.824 -0.226
C 1.783 0.546 -0.214
C -1.412 -0.041 -1.750
C -1.925 -1.229 -2.222
C -0.204 -2.435 -0.947
C -1.320 -2.423 -1.716
N 0.530 1.078 -0.647
H 0.431 1.901 -1.238
H -1.874 0.903 -1.747
H 2.661 1.145 0.032
H -2.779 -1.391 -2.792
H 0.213 -3.241 -0.341
H 2.795 -1.966 1.283
H 3.957 -1.405 -0.064
H -1.677 -3.302 -2.317
H 2.782 -2.677 -0.325
C -0.573 2.109 2.643
C -1.633 2.365 1.571
H -1.128 1.421 3.347
H 0.460 1.869 2.335
H -0.451 3.074 3.164
H -2.322 1.605 1.335
H -2.193 3.279 1.798
H -1.260 2.721 0.591
*
```

Values from the calculation:
frontier orbital gap	8.92	eV
E_LUMO	0.913	eV
SMILES string	Cc1c[nH]c2ccccc12.CC

Tell me which of them is the least stable. Sure, it is i.

i | DFT (ωB97M-V/def2-TZVPD) results for a 2-piece molecular cluster, C11H15N overall.

Geometry as ORCA input:
```
! wB97M-V def2-TZVPD RIJCOSX def2/J DEFGRID3
* xyz 0 1
C -0.887 4.025 1.854
C -0.167 1.277 -0.599
C 0.101 1.928 0.620
C -0.781 3.063 0.708
C -1.530 3.041 -0.432
C 1.502 -0.347 -0.182
C 0.515 0.145 -1.023
C 1.793 0.276 1.039
C 1.102 1.405 1.441
N -1.178 1.977 -1.225
H 2.053 -1.224 -0.493
H 0.287 -0.341 -1.963
H 2.540 -0.154 1.692
H 1.308 1.879 2.390
H -1.569 1.764 -2.129
H -2.331 3.723 -0.675
H -0.884 5.063 1.524
H -0.013 3.909 2.497
H -1.781 3.838 2.448
C 0.306 -3.725 -1.076
C -0.327 -5.101 -0.834
H -0.408 -3.048 -1.541
H 0.658 -3.326 -0.127
H 1.188 -3.784 -1.720
H -1.063 -4.985 -0.035
H 0.433 -5.788 -0.464
H -0.865 -5.492 -1.695
*
```

Values from the calculation:
frontier orbital gap	8.68	eV
E_LUMO	0.942	eV
SMILES string	Cc1c[nH]c2ccccc12.CC

ii | DFT (ωB97M-V/def2-TZVPD) results for a 2-piece molecular cluster, C11H15N overall.

Geometry as ORCA input:
```
! wB97M-V def2-TZVPD RIJCOSX def2/J DEFGRID3
* xyz 0 1
C -1.916 1.753 2.372
C -0.675 0.445 -0.931
C -0.993 0.168 0.428
C -1.297 1.443 1.041
C -1.150 2.398 0.079
C -0.512 -1.905 -1.343
C -0.483 -0.601 -1.814
C -1.004 -2.154 -0.054
C -1.251 -1.143 0.860
N -0.730 1.806 -1.112
H -0.449 -2.659 -2.116
H -0.297 -0.322 -2.850
H -1.179 -3.209 0.127
H -1.579 -1.366 1.860
H -0.622 2.135 -2.063
H -1.101 3.470 0.057
H -1.343 2.420 3.019
H -1.964 0.795 2.904
H -2.926 2.153 2.324
C 3.917 -1.364 -0.671
C 4.154 -0.689 0.678
H 4.881 -1.601 -1.121
H 3.470 -2.356 -0.518
H 3.185 -0.840 -1.280
H 3.233 -0.594 1.248
H 4.593 0.293 0.486
H 4.879 -1.251 1.266
*
```

Values from the calculation:
frontier orbital gap	8.74	eV
E_LUMO	0.920	eV
SMILES string	Cc1c[nH]c2ccccc12.CC

iii | DFT (ωB97M-V/def2-TZVPD) results for a 2-piece molecular cluster, C11H15N overall.

Geometry as ORCA input:
```
! wB97M-V def2-TZVPD RIJCOSX def2/J DEFGRID3
* xyz 0 1
C 0.944 -2.197 -1.456
C -0.603 -0.304 -0.548
C -0.298 -1.370 -1.457
C -1.901 0.132 -0.845
C -1.367 -1.515 -2.281
C 0.072 0.296 0.528
C -0.544 1.292 1.240
C -1.848 1.726 0.912
C -2.548 1.130 -0.116
N -2.358 -0.615 -1.897
H 1.126 0.071 0.623
H -0.053 1.759 2.073
H -2.335 2.437 1.563
H 0.757 -3.241 -1.703
H 1.396 -2.261 -0.464
H -1.689 -2.142 -3.098
H -3.189 -0.341 -2.390
H -3.453 1.614 -0.474
H 1.723 -1.865 -2.134
C 3.443 1.351 2.290
C 4.340 0.173 2.594
H 2.924 1.797 3.128
H 4.026 2.165 1.865
H 2.692 1.129 1.530
H 4.922 0.276 3.519
H 5.088 0.007 1.822
H 3.784 -0.753 2.683
*
```

Values from the calculation:
frontier orbital gap	8.86	eV
E_LUMO	0.973	eV
SMILES string	Cc1c[nH]c2ccccc12.CC

Tell me which of them is the least stable. Sure, it is ii.

i | DFT (ωB97M-V/def2-TZVPD) results for a 2-piece molecular cluster, C3H7FS overall.

Geometry as ORCA input:
```
! wB97M-V def2-TZVPD RIJCOSX def2/J DEFGRID3
* xyz 0 1
C -1.010 -0.756 0.942
C 1.397 0.320 0.715
C 0.064 0.360 0.778
F -0.429 1.608 1.263
S -0.683 0.209 -2.627
H -1.693 -0.621 0.182
H -0.616 -1.764 0.892
H -1.455 -0.564 1.908
H 0.229 0.896 -2.002
H 2.117 1.087 0.892
H 1.774 -0.652 0.474
H 0.306 -0.123 -3.418
*
```

Values from the calculation:
frontier orbital gap	10.45	eV
E_LUMO	0.858	eV
SMILES string	C=C(C)F.S

ii | DFT (ωB97M-V/def2-TZVPD) results for a 2-piece molecular cluster, C3H7FS overall.

Geometry as ORCA input:
```
! wB97M-V def2-TZVPD RIJCOSX def2/J DEFGRID3
* xyz 0 1
C 1.253 0.204 -0.546
C 0.272 -0.156 0.539
C -1.710 0.367 0.168
F -1.885 1.718 -1.896
S -2.353 0.242 -1.441
H 2.066 0.747 -0.154
H 1.786 -0.624 -1.051
H 0.725 0.844 -1.257
H 0.241 0.243 1.529
H 0.102 -1.170 0.552
H -1.895 -0.468 0.816
H -1.794 1.330 0.525
*
```

Values from the calculation:
frontier orbital gap	8.69	eV
E_LUMO	0.558	eV

Tell me which of them is the least stable. Sure, it is ii.

i | DFT (ωB97M-V/def2-TZVPD) results for a 2-piece molecular cluster, C4H10N3 overall.

Geometry as ORCA input:
```
! wB97M-V def2-TZVPD RIJCOSX def2/J DEFGRID3
* xyz 1 1
C 1.828 -1.191 0.033
C 3.031 -0.581 -0.199
C 1.782 1.364 0.152
C -2.314 -0.134 -0.603
N 1.148 0.128 0.398
N 2.995 0.808 -0.089
N -1.667 -0.245 0.737
H 1.284 -2.111 -0.023
H 3.985 -1.102 -0.090
H 1.519 2.407 0.255
H -3.328 0.171 -0.637
H -1.760 0.615 -1.279
H -2.351 -1.047 -1.233
H 0.171 -0.082 0.839
H 3.869 1.264 -0.372
H -1.551 -1.214 0.863
H -2.480 -0.092 1.428
*
```

Values from the calculation:
frontier orbital gap	10.40	eV
E_LUMO	-3.595	eV

ii | DFT (ωB97M-V/def2-TZVPD) results for a 2-piece molecular cluster, C4H10N3 overall.

Geometry as ORCA input:
```
! wB97M-V def2-TZVPD RIJCOSX def2/J DEFGRID3
* xyz 1 1
C -1.593 0.378 -0.441
C 1.632 -1.175 0.298
C 1.157 -0.680 -1.107
C 0.638 -0.081 0.192
N -2.886 0.410 -0.232
N 1.178 1.668 1.221
N -0.774 -0.106 0.368
H -1.136 0.940 -1.342
H 1.307 -2.204 0.730
H 2.726 -0.998 0.460
H 1.703 -0.135 -1.796
H 0.323 -1.244 -1.687
H -3.523 0.912 -0.783
H -3.275 -0.337 0.307
H 1.975 2.100 0.612
H 1.725 1.162 1.977
H -1.177 -0.609 1.224
*
```

Values from the calculation:
frontier orbital gap	9.29	eV
E_LUMO	-3.991	eV

Tell me which of them is the least stable. Sure, it is ii.